[1]
{
  "formula": "C3H10N4",
  "method": "wB97M-V/def2-TZVPD",
  "total_energy_ha": -338.6357,
  "e_above_lowest_kj_mol": 208.3,
  "total_charge": 2,
  "homo_energy_ev": -15.84,
  "fmax_ha_per_bohr": 0.085,
  "species": ["C", "C", "C", "N", "N", "N", "N", "H", "H", "H", "H", "H", "H", "H", "H", "H", "H"],
  "positions_angstrom": [[1.88, -5.49, 0.63], [-4.43, 8.96, -2.12], [-3.83, 9.59, -1.09], [-3.39, 10.23, -0.02], [3.04, -4.98, 0.99], [1.63, -6.69, 0.26], [2.39, -7.91, 0.53], [1.15, -4.82, 0.47], [-4.87, 9.72, -2.78], [-4.09, 10.52, 0.68], [-4.33, 7.84, -2.13], [-2.47, 10.64, -0.16], [3.20, -4.11, 1.42], [3.71, -5.63, 1.34], [3.12, -7.91, 1.23], [1.76, -8.67, 0.71], [2.83, -8.11, -0.30]]
}

***

[2]
{
  "formula": "C3H10N4O2",
  "method": "wB97M-V/def2-TZVPD",
  "smiles": "[H]/N=C\\N(C)NC.O=NO",
  "total_energy_ha": -489.6320,
  "e_above_lowest_kj_mol": 590.6,
  "total_charge": 0,
  "homo_energy_ev": -9.33,
  "fmax_ha_per_bohr": 0.110,
  "species": ["H", "N", "C", "N", "C", "N", "C", "H", "H", "H", "H", "H", "H", "H", "H", "O", "N", "O", "H"],
  "positions_angstrom": [[-0.94, 1.42, 0.22], [-0.94, 0.78, 0.97], [0.07, 0.12, 0.93], [1.19, 0.32, 0.14], [2.38, -0.54, 0.11], [1.14, 1.19, -0.94], [0.43, 0.66, -2.07], [0.16, -0.66, 1.67], [3.00, 0.00, 0.85], [2.41, -1.59, 0.31], [2.59, -0.33, -0.87], [0.65, 2.00, -0.68], [-0.69, 0.38, -1.86], [0.44, 1.35, -2.94], [0.90, -0.31, -2.29], [-4.12, -2.40, 1.91], [-3.37, -1.70, 1.25], [-2.99, -0.59, 1.88], [-2.31, -0.12, 1.40]]
}

***

[3]
{
  "formula": "C3H10NO",
  "method": "wB97M-V/def2-TZVPD",
  "total_energy_ha": -250.1204,
  "multiplicity": 2,
  "e_above_lowest_kj_mol": 253.2,
  "s2": 0.7506,
  "total_charge": 0,
  "homo_energy_ev": [-3.13, -11.16],
  "fmax_ha_per_bohr": 0.087,
  "species": ["O", "C", "C", "N", "C", "H", "H", "H", "H", "H", "H", "H", "H", "H", "H"],
  "positions_angstrom": [[0.42, 1.32, 1.46], [1.29, 0.87, 0.42], [0.69, -0.50, -0.18], [-0.63, -0.27, -0.68], [-1.64, -1.36, -0.98], [0.88, 1.46, 2.25], [1.32, 1.60, -0.36], [2.34, 0.88, 0.65], [0.62, -1.32, 0.55], [1.20, -0.93, -1.08], [-0.63, 0.31, -1.59], [-1.17, 0.31, 0.00], [-1.00, -2.10, -1.53], [-2.60, -0.99, -1.33], [-1.90, -1.97, -0.01]]
}

***

[4]
{
  "formula": "C3H10NO",
  "method": "wB97M-V/def2-TZVPD",
  "total_energy_ha": -249.8536,
  "e_above_lowest_kj_mol": 525.7,
  "total_charge": 1,
  "homo_energy_ev": [-14.66, -12.50],
  "fmax_ha_per_bohr": 0.065,
  "species": ["C", "C", "C", "N", "O", "H", "H", "H", "H", "H", "H", "H", "H", "H", "H"],
  "positions_angstrom": [[-1.03, 1.21, 0.03], [1.20, -0.74, 1.16], [-0.26, 0.15, -0.63], [1.10, -0.26, -0.26], [-0.42, -0.10, -1.93], [-1.88, 1.47, -0.76], [-1.67, 0.93, 0.95], [-0.52, 2.20, 0.35], [0.23, -1.08, 1.50], [1.95, -1.51, 1.28], [1.27, 0.20, 1.84], [-1.76, -2.02, 0.02], [1.84, 0.42, -0.50], [1.35, -1.02, -0.92], [-1.39, 0.15, -2.14]]
}

***

[5]
{
  "formula": "C3H10NO",
  "method": "wB97M-V/def2-TZVPD",
  "total_energy_ha": -249.8570,
  "e_above_lowest_kj_mol": 516.7,
  "total_charge": 1,
  "homo_energy_ev": -14.26,
  "fmax_ha_per_bohr": 0.058,
  "species": ["C", "C", "C", "N", "H", "H", "H", "H", "H", "H", "H", "H", "H", "H", "O"],
  "positions_angstrom": [[2.17, 0.58, -0.87], [0.85, 0.01, -0.81], [0.04, 0.11, 0.37], [-1.19, -0.18, 0.56], [2.31, 0.98, 0.15], [3.00, -0.14, -0.96], [2.22, 1.48, -1.48], [0.17, -0.25, -1.64], [0.57, 0.38, 1.29], [-1.70, -0.27, -0.33], [-1.35, -2.66, -2.58], [-1.84, -2.11, -2.60], [-1.58, 0.56, 2.18], [-2.24, 0.74, 3.61], [-1.42, 0.76, 3.11]]
}

***

[6]
{
  "formula": "C3H10NO",
  "method": "wB97M-V/def2-TZVPD",
  "smiles": "C[NH2+]CCO",
  "total_energy_ha": -250.0341,
  "e_above_lowest_kj_mol": 51.7,
  "total_charge": 1,
  "homo_energy_ev": -15.33,
  "fmax_ha_per_bohr": 0.040,
  "species": ["C", "N", "C", "C", "O", "H", "H", "H", "H", "H", "H", "H", "H", "H", "H"],
  "positions_angstrom": [[1.49, 0.52, -1.37], [0.19, 0.29, -0.71], [0.22, 0.08, 0.85], [-1.04, -0.67, 1.21], [-2.10, -0.08, 0.49], [1.28, 0.76, -2.41], [2.02, 1.36, -0.96], [2.09, -0.39, -1.41], [-0.21, -0.62, -0.95], [-0.43, 1.06, -0.92], [0.29, 1.08, 1.26], [1.15, -0.47, 0.99], [-0.90, -1.72, 0.91], [-1.13, -0.67, 2.30], [-2.93, -0.52, 0.72]]
}

***

[7]
{
  "formula": "C3H10NO",
  "method": "wB97M-V/def2-TZVPD",
  "total_energy_ha": -250.0095,
  "e_above_lowest_kj_mol": 116.5,
  "total_charge": 1,
  "homo_energy_ev": -14.90,
  "fmax_ha_per_bohr": 0.027,
  "species": ["C", "O", "H", "H", "H", "H", "C", "C", "N", "H", "H", "H", "H", "H", "H"],
  "positions_angstrom": [[0.60, -2.36, -0.70], [1.08, -1.04, -0.80], [-0.15, -2.51, -1.42], [0.17, -2.62, 0.27], [1.38, -3.08, -0.93], [2.04, -1.12, -0.74], [-1.45, 1.33, -0.22], [0.22, 1.69, 1.50], [-0.13, 1.11, 0.44], [-2.17, 0.63, 0.20], [-1.67, 2.39, -0.15], [-1.27, 1.15, -1.29], [-0.43, 2.36, 2.04], [1.22, 1.54, 1.89], [0.55, 0.53, -0.09]]
}

***

[8]
{
  "formula": "C3H10NO",
  "method": "wB97M-V/def2-TZVPD",
  "total_energy_ha": -249.9146,
  "e_above_lowest_kj_mol": 365.5,
  "total_charge": 1,
  "homo_energy_ev": -12.51,
  "fmax_ha_per_bohr": 0.028,
  "species": ["C", "O", "C", "C", "N", "H", "H", "H", "H", "H", "H", "H", "H", "H", "H"],
  "positions_angstrom": [[0.20, -0.99, 0.12], [-0.33, 0.18, 0.70], [-0.79, -1.42, -0.89], [-0.93, -0.82, -2.17], [1.53, 2.43, 1.80], [0.33, -1.73, 0.91], [1.17, -0.74, -0.31], [-1.28, 0.25, 0.54], [-1.32, -2.33, -0.60], [-1.54, -1.43, -2.84], [-1.38, 0.17, -2.07], [0.08, -0.64, -2.57], [2.46, 2.72, 1.57], [1.39, 2.47, 2.80], [1.37, 1.48, 1.50]]
}

***

[9]
{
  "formula": "C3H10NO",
  "method": "wB97M-V/def2-TZVPD",
  "total_energy_ha": -249.8338,
  "e_above_lowest_kj_mol": 577.6,
  "total_charge": 1,
  "homo_energy_ev": -15.78,
  "fmax_ha_per_bohr": 0.049,
  "species": ["O", "C", "C", "N", "C", "H", "H", "H", "H", "H", "H", "H", "H", "H", "H"],
  "positions_angstrom": [[-3.13, -1.24, -0.19], [-2.05, -0.55, 0.39], [-0.76, -1.28, -0.12], [0.30, -0.46, 0.22], [2.81, 1.74, -0.22], [-3.87, -0.62, -0.19], [-2.02, -0.66, 1.49], [-2.03, 0.52, 0.18], [-0.68, -2.32, 0.22], [-0.82, -1.32, -1.24], [1.15, -1.01, 0.45], [3.55, 1.47, -0.97], [2.33, 2.64, -0.62], [1.96, 1.06, -0.15], [3.27, 2.01, 0.72]]
}

***

[10]
{
  "formula": "C3H10NO",
  "method": "wB97M-V/def2-TZVPD",
  "total_energy_ha": -249.9962,
  "e_above_lowest_kj_mol": 151.2,
  "total_charge": 1,
  "homo_energy_ev": -14.79,
  "fmax_ha_per_bohr": 0.027,
  "species": ["C", "O", "H", "H", "H", "H", "C", "C", "N", "H", "H", "H", "H", "H", "H"],
  "positions_angstrom": [[0.75, 1.64, -1.83], [-0.18, 1.40, -0.74], [0.22, 1.79, -2.75], [1.46, 2.42, -1.56], [1.37, 0.74, -1.88], [-0.63, 2.22, -0.57], [-0.03, -1.64, 1.23], [-0.77, -2.13, 0.24], [-0.19, -0.20, 1.56], [0.57, -2.16, 1.96], [-0.49, -3.03, -0.28], [-1.54, -1.52, -0.22], [-1.09, 0.21, 1.30], [-0.01, 0.01, 2.53], [0.55, 0.26, 1.03]]
}

***

[11]
{
  "formula": "C3H10NO2",
  "method": "wB97M-V/def2-TZVPD",
  "total_energy_ha": -325.0730,
  "e_above_lowest_kj_mol": 642.0,
  "total_charge": 1,
  "homo_energy_ev": -16.41,
  "fmax_ha_per_bohr": 0.094,
  "species": ["C", "C", "C", "N", "O", "O", "H", "H", "H", "H", "H", "H", "H", "H", "H", "H"],
  "positions_angstrom": [[-1.16, -0.94, -0.77], [-0.58, 1.08, 0.56], [0.76, -0.93, 0.79], [-0.01, -0.11, -0.20], [1.74, 1.40, -0.63], [0.67, 0.31, -1.27], [-1.59, -1.34, 0.16], [-1.86, -0.26, -1.25], [-0.79, -1.67, -1.41], [0.22, 1.35, 1.21], [-0.69, 1.90, -0.27], [-1.49, 0.75, 1.11], [0.46, -2.03, 0.72], [1.82, -0.88, 0.71], [0.61, -0.74, 1.79], [1.90, 2.11, -1.25]]
}

***

[12]
{
  "formula": "C3H10NO2",
  "method": "wB97M-V/def2-TZVPD",
  "smiles": "C[NH2+][C@@H](O)OC",
  "total_energy_ha": -325.2138,
  "e_above_lowest_kj_mol": 272.4,
  "total_charge": 1,
  "homo_energy_ev": -15.32,
  "fmax_ha_per_bohr": 0.091,
  "species": ["C", "N", "C", "O", "O", "C", "H", "H", "H", "H", "H", "H", "H", "H", "H", "H"],
  "positions_angstrom": [[1.76, 0.67, -0.03], [1.07, -0.51, 0.47], [-0.18, -0.87, -0.28], [-0.35, -2.29, -0.06], [-1.28, -0.14, 0.48], [-1.79, 1.05, -0.13], [2.35, 1.02, 0.78], [2.33, 0.60, -1.04], [0.91, 1.45, -0.22], [1.64, -1.50, 0.50], [0.63, -0.36, 1.43], [-0.25, -0.65, -1.43], [-1.19, -2.46, 0.27], [-1.24, 1.94, 0.35], [-2.78, 1.12, 0.06], [-1.62, 0.94, -1.15]]
}